Entry from OMol25: a structure of composition C4H11NO4P at a distorted geometry (the ωB97M-V functional and the def2-TZVPD basis).

Element x y z (Å)
1 C -0.428 -0.376 1.390
2 C -0.419 -1.902 -0.457
3 C -1.765 1.700 -0.725
4 C -0.559 -0.420 -0.123
5 N -1.671 0.242 -0.698
6 O 3.448 0.677 -0.876
7 O 2.534 -1.348 0.552
8 O 2.286 1.031 1.328
9 O 0.997 0.306 -0.832
10 P 2.425 0.025 -0.034
11 H -0.400 0.614 1.839
12 H -1.222 -1.084 1.775
13 H 0.613 -0.876 1.515
14 H -0.840 -2.158 -1.474
15 H -0.894 -2.467 0.247
16 H 0.614 -2.153 -0.401
17 H -1.443 2.109 0.234
18 H -1.116 2.151 -1.617
19 H -2.709 1.984 -0.815
20 H 2.115 1.875 0.871
21 H -1.568 0.069 -1.697

## Properties
multiplicity: 1
total charge: -1

---

Entry from OMol25: a cluster of 2 separate species, CH5O2P in total at a distorted geometry (the ωB97M-V functional and the def2-TZVPD basis).

Element x y z (Å)
1 C -0.883 -0.445 -0.518
2 O -1.779 -0.167 0.463
3 O 2.164 0.570 -0.226
4 P 1.390 -0.725 0.433
5 H -0.461 0.365 -1.244
6 H -1.077 -1.492 -0.879
7 H -1.563 0.621 0.955
8 H 1.458 1.248 -0.548
9 H 0.750 0.025 1.564

## Properties
multiplicity: 1

---

HOMO-LUMO gap? In order: 8.274, 8.552 eV.
Relative energy (zero: lowest compared OMol25 entry of this formula, charge and spin)? In order: 0.587, 2.294 eV.
HOMO level? In order: -4.8, -8.1 eV.